The following is a DFT calculation (the ωB97M-V functional and the def2-TZVPD basis) of C30H38GeIrNSe as an isolated structure.

Cartesian coordinates (Å):
Ir -0.45783 -0.34650 -1.31380
C -5.17893 -1.50722 -0.73086
C -3.82231 -1.47375 -0.00838
C -3.66007 -2.73277 0.83769
C -2.73761 -1.30254 -1.05280
C -1.71521 -2.26910 -1.26479
C -0.91534 -2.27866 -2.42534
C -1.03508 -1.24808 -3.39479
C -0.27672 -1.32790 -4.68321
C -1.86363 -0.15949 -3.05860
C -2.73227 -0.21106 -1.92522
H -5.97642 -1.63085 0.00032
H -5.22513 -2.34851 -1.42402
H -5.37714 -0.59123 -1.28725
H -3.81153 -0.59094 0.64241
H -3.77378 -3.62771 0.22194
H -4.44539 -2.76205 1.59163
H -2.70411 -2.78026 1.35612
H -1.57501 -3.06275 -0.54395
H -0.21571 -3.08813 -2.58701
H 0.77419 -1.07159 -4.53707
H -0.69875 -0.65985 -5.43084
H -0.31887 -2.34899 -5.06046
H -1.91199 0.69379 -3.72303
H -3.41609 0.61182 -1.75792
C 3.12469 0.75525 -3.46515
C 4.11119 0.12688 -2.71327
C 3.77304 -0.55613 -1.55831
C 2.43766 -0.62481 -1.16590
C 1.44347 -0.03783 -1.94443
C 1.78820 0.67440 -3.08626
C 1.95468 -1.14903 0.10686
C 2.75607 -1.82062 1.05088
C 2.24217 -2.11792 2.27374
C 0.92945 -1.70402 2.60728
C 0.39285 -1.88193 3.90127
C -0.85555 -1.41639 4.20825
C -1.61337 -0.75722 3.22348
C -1.12759 -0.59561 1.95235
C 0.15121 -1.07099 1.61414
N 0.67502 -0.86272 0.35348
H 3.39564 1.31174 -4.35300
H 5.14605 0.18731 -3.02010
H 4.55122 -1.00832 -0.95737
H 1.03375 1.17339 -3.68638
H 3.77290 -2.07807 0.79478
H 2.83933 -2.63602 3.01377
H 0.99678 -2.38093 4.64833
H -1.25792 -1.54134 5.20366
H -2.59233 -0.37088 3.47687
H -1.70375 -0.06955 1.20197
C 0.75050 2.13017 2.99922
Ge 1.96071 2.74872 1.60175
C 3.51746 1.61109 1.37146
C 2.54143 4.57309 1.95394
C 1.00793 3.04495 -0.13502
Se -0.44992 2.11149 -1.01488
C -1.80183 2.46325 0.34067
H 1.29662 2.07142 3.94044
H 0.33158 1.14468 2.78808
H -0.06497 2.84120 3.13986
H 4.08992 1.61330 2.29935
H 4.15127 2.01053 0.57909
H 3.26298 0.58289 1.13199
H 3.12055 4.59708 2.87747
H 1.69463 5.24944 2.06849
H 3.17686 4.94268 1.14901
H 1.74572 3.20632 -0.92512
H 0.51092 4.01681 -0.02219
H -1.34357 2.38922 1.32211
H -2.61546 1.74846 0.25051
H -2.17745 3.46886 0.16204

## Properties
Frontier orbital gap, Eh: 0.29244
Charge: +2
Total energy, a.u.: -5802.9201